one) {"formula": "H8O4", "method": "ωB97M-V/def2-TZVPD", "total_charge": 0, "orbital_gap_ev": 11.8, "smiles": "O.O.O.O", "e_lumo_ev": 0.558, "elements": ["H", "H", "H", "H", "H", "H", "H", "H", "O", "O", "O", "O"], "positions_angstrom": [[0.881, 0.550, 0.577], [1.927, -0.423, 0.060], [-0.683, 0.762, -3.077], [0.805, 0.916, -3.343], [0.156, 3.063, 1.531], [-0.101, 1.567, 1.451], [-1.576, -2.831, 0.288], [-1.391, -3.525, 1.627], [1.350, -0.258, 0.813], [0.180, 0.607, -2.677], [-0.529, 2.401, 1.676], [-1.019, -2.829, 1.074]], "mulliken_charge": [0.25, 0.32, 0.31, 0.31, 0.33, 0.28, 0.31, 0.31, -0.56, -0.62, -0.63, -0.62]}

***

two) {"formula": "H8O4", "method": "ωB97M-V/def2-TZVPD", "total_charge": 0, "orbital_gap_ev": 10.9, "smiles": "O.O.O.O", "e_lumo_ev": 0.396, "elements": ["O", "H", "H", "O", "H", "H", "O", "H", "H", "O", "H", "H"], "positions_angstrom": [[2.144, 3.034, 18.177], [1.785, 2.537, 18.917], [2.602, 2.384, 17.637], [1.747, 5.992, 17.874], [2.015, 5.066, 17.783], [2.489, 6.417, 18.311], [-0.498, 5.539, 16.375], [-1.098, 6.021, 16.952], [0.356, 5.651, 16.813], [-1.077, 6.775, 18.916], [-0.130, 6.646, 18.780], [-1.332, 7.436, 18.266]], "mulliken_charge": [-0.63, 0.30, 0.31, -0.72, 0.33, 0.30, -0.68, 0.31, 0.47, -0.69, 0.34, 0.34]}

***

two) ends up most stable, edging out the next structure by 0.562 eV.

***

one) {"formula": "H8O4", "method": "ωB97M-V/def2-TZVPD", "total_charge": 0, "orbital_gap_ev": 12.2, "smiles": "O.O.O.O", "e_lumo_ev": 0.761, "elements": ["H", "H", "H", "H", "H", "H", "H", "H", "O", "O", "O", "O"], "positions_angstrom": [[1.865, -0.362, -2.343], [0.444, -0.085, -1.804], [1.390, 0.096, 0.465], [1.348, -1.284, 0.998], [-0.543, -0.110, 1.671], [-1.943, 0.103, 2.383], [-1.711, 0.352, -0.343], [-0.762, 1.277, -1.082], [1.396, -0.020, -1.550], [1.303, -0.420, 1.281], [-1.505, -0.037, 1.524], [-1.285, 0.491, -1.199]], "mulliken_charge": [0.31, 0.40, 0.36, 0.30, 0.39, 0.31, 0.37, 0.31, -0.68, -0.68, -0.68, -0.71]}

***

two) {"formula": "H8O4", "method": "ωB97M-V/def2-TZVPD", "total_charge": 0, "orbital_gap_ev": 10.8, "smiles": "O.O.O.O", "e_lumo_ev": 0.563, "elements": ["O", "H", "H", "O", "H", "H", "O", "H", "H", "O", "H", "H"], "positions_angstrom": [[0.628, 1.048, -2.524], [0.716, 0.708, -1.559], [0.353, 2.040, -2.293], [-1.164, 1.166, 2.445], [-2.117, 1.200, 2.178], [-1.041, 2.005, 2.557], [-0.030, 0.101, -0.023], [0.268, -0.791, 0.192], [-0.570, 0.445, 0.634], [0.967, -2.576, -0.195], [0.285, -2.990, -0.591], [1.699, -2.357, -0.825]], "mulliken_charge": [-0.66, 0.37, 0.30, -0.63, 0.34, 0.28, -0.65, 0.36, 0.33, -0.69, 0.31, 0.34]}

***

one) ends up most stable, edging out the next structure by 1.249 eV.

***

one) {"formula": "H8O4", "method": "ωB97M-V/def2-TZVPD", "total_charge": 0, "orbital_gap_ev": 10.8, "smiles": "O.O.O.O", "e_lumo_ev": 0.177, "elements": ["O", "H", "H", "O", "H", "H", "O", "H", "H", "O", "H", "H"], "positions_angstrom": [[-1.423, 2.062, -0.042], [-2.370, 1.895, -0.098], [-1.323, 2.763, 0.610], [1.348, 0.277, 0.294], [0.754, 0.915, -0.119], [1.760, 0.754, 1.021], [1.957, -2.507, -0.747], [2.564, -2.491, -0.002], [1.491, -1.663, -0.686], [-1.671, -0.867, -0.405], [-1.761, -1.170, 0.503], [-1.325, 0.031, -0.329]], "mulliken_charge": [-0.65, 0.33, 0.31, -0.62, 0.32, 0.29, -0.64, 0.29, 0.37, -0.61, 0.31, 0.31]}

***

two) {"formula": "H8O4", "method": "ωB97M-V/def2-TZVPD", "total_charge": 0, "orbital_gap_ev": 11.0, "smiles": "O.O.O.O", "e_lumo_ev": 0.361, "elements": ["O", "H", "H", "O", "H", "H", "O", "H", "H", "O", "H", "H"], "positions_angstrom": [[-11.362, -1.246, 16.554], [-12.159, -1.159, 16.063], [-11.707, -1.851, 17.190], [-13.876, -2.181, 16.052], [-14.170, -2.325, 15.167], [-14.614, -1.852, 16.487], [-12.599, -5.289, 15.133], [-12.772, -4.758, 15.936], [-12.552, -6.198, 15.406], [-15.036, -2.050, 13.617], [-15.597, -2.410, 12.984], [-14.873, -1.118, 13.339]], "mulliken_charge": [-0.63, 0.37, 0.28, -0.64, 0.42, 0.26, -0.63, 0.31, 0.31, -0.64, 0.29, 0.31]}

***

one) ends up most stable, edging out the next structure by 0.178 eV.

***

one) {"formula": "H8O4", "method": "ωB97M-V/def2-TZVPD", "total_charge": 0, "orbital_gap_ev": 11.1, "smiles": "O.O.O.O", "e_lumo_ev": 0.342, "elements": ["O", "H", "H", "O", "H", "H", "O", "H", "H", "O", "H", "H"], "positions_angstrom": [[-27.372, 4.971, 1.479], [-27.719, 4.223, 1.871], [-27.155, 5.649, 2.145], [-27.415, 1.189, 0.369], [-27.511, 1.361, -0.597], [-26.431, 1.170, 0.543], [-26.771, -1.057, 1.695], [-26.591, -0.815, 2.608], [-27.233, -0.288, 1.309], [-28.397, 2.932, 2.928], [-28.758, 2.674, 3.778], [-28.242, 2.138, 2.381]], "mulliken_charge": [-0.64, 0.39, 0.31, -0.72, 0.31, 0.38, -0.67, 0.31, 0.40, -0.70, 0.31, 0.32]}

***

two) {"formula": "H8O4", "method": "ωB97M-V/def2-TZVPD", "total_charge": 0, "orbital_gap_ev": 11.3, "smiles": "O.O.O.O", "e_lumo_ev": 0.173, "elements": ["O", "H", "H", "O", "H", "H", "O", "H", "H", "O", "H", "H"], "positions_angstrom": [[10.512, 19.139, -22.166], [10.782, 20.034, -22.101], [10.751, 18.851, -21.275], [11.582, 21.744, -21.433], [11.724, 22.218, -20.630], [12.298, 21.958, -21.938], [12.186, 22.766, -18.994], [11.362, 23.126, -18.707], [12.261, 21.889, -18.625], [9.102, 23.014, -21.069], [9.004, 22.373, -20.331], [9.778, 22.586, -21.579]], "mulliken_charge": [-0.63, 0.37, 0.29, -0.68, 0.38, 0.28, -0.73, 0.34, 0.35, -0.65, 0.30, 0.37]}

***

two) ends up most stable, edging out the next structure by 0.095 eV.

***

one) {"formula": "C19H21N3O2S", "method": "ωB97M-V/def2-TZVPD", "total_charge": 0, "orbital_gap_ev": 8.2, "smiles": "C=CCNC(=S)N/N=C/c1ccccc1OCCOc1ccccc1", "e_lumo_ev": 0.192, "elements": ["C", "C", "C", "N", "C", "S", "N", "N", "C", "C", "C", "C", "C", "C", "C", "O", "C", "C", "O", "C", "C", "C", "C", "C", "C", "H", "H", "H", "H", "H", "H", "H", "H", "H", "H", "H", "H", "H", "H", "H", "H", "H", "H", "H", "H", "H"], "positions_angstrom": [[-5.185, -2.774, -1.269], [-4.737, -1.969, -0.325], [-4.205, -0.590, -0.575], [-2.926, -0.398, 0.059], [-2.699, 0.454, 1.065], [-3.812, 1.482, 1.721], [-1.428, 0.454, 1.567], [-0.472, -0.309, 1.033], [0.725, -0.241, 1.469], [1.766, -1.065, 0.889], [1.428, -2.253, 0.236], [2.396, -3.084, -0.286], [3.735, -2.745, -0.160], [4.090, -1.561, 0.457], [3.121, -0.708, 0.969], [3.562, 0.452, 1.577], [3.171, 1.676, 0.991], [3.549, 1.780, -0.493], [2.777, 0.936, -1.315], [1.442, 1.181, -1.482], [0.722, 0.156, -2.097], [-0.630, 0.296, -2.327], [-1.290, 1.454, -1.946], [-0.578, 2.472, -1.341], [0.782, 2.346, -1.108], [1.310, 3.166, -0.646], [-1.083, 3.378, -1.040], [-2.349, 1.568, -2.121], [-1.172, -0.505, -2.808], [1.253, -0.738, -2.381], [3.479, 2.826, -0.816], [4.577, 1.436, -0.633], [3.706, 2.441, 1.559], [2.091, 1.839, 1.094], [5.126, -1.273, 0.549], [4.501, -3.396, -0.554], [2.112, -4.000, -0.782], [0.383, -2.511, 0.170], [0.996, 0.422, 2.297], [-1.231, 1.107, 2.326], [-2.132, -0.945, -0.247], [-4.117, -0.405, -1.651], [-4.883, 0.153, -0.139], [-4.737, -2.274, 0.713], [-5.575, -3.752, -1.048], [-5.195, -2.480, -2.307]], "mulliken_charge": [-0.78, -0.02, -0.86, 0.11, 0.20, -0.45, -0.22, 0.02, -0.87, 0.79, -0.70, -0.64, -0.54, -0.35, 0.41, -0.54, -0.41, -0.76, -0.47, 0.58, -0.16, -0.69, -0.45, -0.82, -0.34, 0.37, 0.43, 0.45, 0.42, 0.48, 0.43, 0.40, 0.42, 0.29, 0.49, 0.40, 0.42, 0.42, 0.59, 0.28, 0.18, 0.30, 0.38, 0.31, 0.27, 0.25]}

***

two) {"formula": "C19H21N3O2S", "method": "ωB97M-V/def2-TZVPD", "total_charge": 0, "orbital_gap_ev": 8.5, "smiles": "Cc1cccn2cc(-c3cccc(S(=O)(=O)N4CCCCC4)c3)nc12", "e_lumo_ev": 0.411, "elements": ["C", "C", "C", "C", "C", "N", "C", "C", "N", "C", "C", "C", "C", "C", "C", "C", "H", "H", "H", "S", "O", "O", "N", "C", "C", "C", "C", "C", "H", "H", "H", "H", "H", "H", "H", "H", "H", "H", "H", "H", "H", "H", "H", "H", "H", "H"], "positions_angstrom": [[-6.302, -1.629, -0.646], [-5.817, -0.305, -0.157], [-6.635, 0.774, 0.054], [-6.118, 2.002, 0.519], [-4.789, 2.142, 0.769], [-3.966, 1.085, 0.566], [-2.627, 0.943, 0.730], [-2.328, -0.362, 0.371], [-3.456, -1.013, -0.009], [-4.441, -0.144, 0.108], [-1.037, -1.028, 0.374], [0.135, -0.352, 0.716], [1.335, -1.029, 0.715], [1.416, -2.367, 0.383], [0.255, -3.044, 0.040], [-0.958, -2.379, 0.034], [-1.872, -2.888, -0.229], [0.298, -4.090, -0.221], [2.377, -2.854, 0.406], [2.843, -0.159, 1.128], [2.504, 1.204, 1.441], [3.572, -0.913, 2.107], [3.646, -0.296, -0.338], [3.332, 0.760, -1.272], [4.070, 2.070, -0.942], [5.308, 1.773, -0.091], [5.980, 0.496, -0.585], [5.041, -0.689, -0.321], [5.186, -1.477, -1.070], [5.219, -1.112, 0.669], [6.184, 0.586, -1.655], [6.929, 0.334, -0.073], [6.000, 2.615, -0.132], [5.003, 1.632, 0.948], [4.360, 2.564, -1.872], [3.411, 2.735, -0.386], [3.603, 0.400, -2.270], [2.250, 0.902, -1.241], [0.135, 0.691, 0.988], [-2.007, 1.741, 1.082], [-4.339, 3.056, 1.127], [-6.782, 2.836, 0.678], [-7.694, 0.691, -0.136], [-7.375, -1.613, -0.812], [-6.058, -2.401, 0.081], [-5.794, -1.887, -1.573]], "mulliken_charge": [-1.33, 0.57, -0.42, -0.76, -0.20, 0.09, -0.66, 0.23, -0.57, 0.21, 0.56, -0.47, -0.05, -0.41, -0.95, -0.49, 0.51, 0.38, 0.46, 1.37, -0.66, -0.79, 0.10, -0.84, -0.56, -0.65, -0.59, -0.82, 0.30, 0.45, 0.30, 0.39, 0.42, 0.24, 0.40, 0.28, 0.44, 0.29, 0.54, 0.50, 0.37, 0.39, 0.39, 0.38, 0.31, 0.31]}

***

two) ends up most stable, edging out the next structure by 1.760 eV.

***

one) {"formula": "C5H6S", "method": "ωB97M-V/def2-TZVPD", "total_charge": 0, "orbital_gap_ev": [8.0, 8.0], "smiles": "C#CC#C.CS", "e_lumo_ev": [-0.935, -0.936], "elements": ["C", "C", "C", "C", "C", "S", "H", "H", "H", "H", "H", "H"], "positions_angstrom": [[-0.028, 2.518, 0.047], [-0.933, 2.149, -0.790], [0.569, 3.364, 1.134], [-1.661, 1.778, -1.731], [0.370, -1.236, 0.973], [-0.160, -2.899, 0.291], [1.456, 3.716, 1.603], [-2.095, 1.636, -2.655], [1.452, -1.467, 0.865], [0.034, -0.391, 0.278], [0.051, -1.227, 2.062], [-1.160, -3.024, 1.011]], "mulliken_charge": [-0.19, 0.09, -0.52, -0.13, -0.51, -0.17, 0.32, 0.43, 0.21, 0.09, 0.29, 0.08]}

***

two) {"formula": "C5H6S", "method": "ωB97M-V/def2-TZVPD", "total_charge": 0, "orbital_gap_ev": [5.0, 5.0], "e_lumo_ev": [-2.713, -2.699], "elements": ["C", "C", "C", "C", "C", "S", "H", "H", "H", "H", "H", "H"], "positions_angstrom": [[1.758, -1.388, 0.370], [0.746, -1.859, -0.261], [-0.061, 0.527, 0.417], [-1.492, 0.751, -0.275], [0.694, -0.358, -0.509], [-2.682, -0.370, 0.114], [2.574, -1.264, 1.039], [0.470, 1.485, 0.507], [-0.143, -0.050, 1.401], [-1.658, 1.802, -0.050], [-1.074, 0.799, -1.225], [0.868, -0.073, -1.528]], "mulliken_charge": [-0.13, -0.42, -0.56, -0.66, -0.10, -0.23, 0.38, 0.34, 0.35, 0.32, 0.32, 0.39]}

***

three) {"formula": "C5H6S", "method": "ωB97M-V/def2-TZVPD", "total_charge": 0, "orbital_gap_ev": 8.4, "e_lumo_ev": -0.488, "elements": ["C", "C", "C", "C", "C", "H", "H", "H", "H", "H", "H", "S"], "positions_angstrom": [[-1.327, 1.485, 0.117], [0.620, -0.459, -0.542], [0.442, -1.580, -1.304], [1.063, -0.513, 0.804], [1.207, -0.212, 2.038], [-1.511, 2.634, 0.128], [-0.979, 1.196, 1.288], [-2.554, 1.088, -0.109], [1.115, -2.684, -1.673], [-0.063, -1.410, -2.355], [2.195, -0.548, 2.950], [-0.208, 1.003, -1.344]], "mulliken_charge": [-0.70, 0.34, -0.62, -0.07, -0.39, 0.27, 0.22, 0.22, 0.23, 0.25, 0.30, -0.05]}

***

three) ends up most stable, edging out the next structure by 0.367 eV.